Entry 1
Here is a 2-piece molecular cluster, C2H6N2O overall from OMol25. Energies are from the ωB97M-V functional and the def2-TZVPD basis.

Element x y z (Å)
C 2.521 -1.828 0.817
C 1.429 -0.898 0.981
H -2.412 1.049 -2.291
H -2.379 0.408 -0.172
H -0.844 0.582 -0.752
H 3.083 -1.563 -0.078
H 3.162 -1.791 1.703
H 2.127 -2.847 0.681
N -1.696 1.088 -0.489
N 0.527 -0.145 0.939
O -2.282 1.740 -1.628

Its SMILES is CC#N.NO. Its LUMO energy is 0.021 Ha.

***

Entry 2
Here is the molecule C2H6N2O from OMol25. Energies are from the ωB97M-V functional and the def2-TZVPD basis.

Element x y z (Å)
C 0.639 -0.418 -0.093
C -0.697 -0.607 -0.717
H 1.360 1.472 -0.661
H 0.037 1.331 0.335
H 1.526 -1.008 -0.485
H 0.779 -0.890 0.931
H -0.693 -0.730 -1.707
H -0.746 -0.114 1.322
N 1.098 0.917 0.167
N -1.792 -0.334 -0.148
O -1.511 0.382 1.058

Its SMILES is NC/C=N\O. Its LUMO energy is 0.022 Ha.

***

Entry 3
Here is C2H6N2O as an isolated structure from OMol25. Energies are from the ωB97M-V functional and the def2-TZVPD basis.

Element x y z (Å)
C 1.477 0.631 0.012
C -1.388 -0.529 -0.206
H 1.978 0.154 0.880
H 0.693 1.264 0.238
H 2.177 1.212 -0.538
H 0.365 -1.863 0.737
H -2.138 -1.093 0.151
H -2.592 1.000 -0.243
N -0.096 -0.853 -0.041
N -1.576 0.702 -0.299
O 1.097 -0.624 -0.693

Its LUMO energy is 0.021 Ha.

***

Which one sits at the top of the stability order? entry 1 does.